# 1
C20H24N2O5S | ωB97M-V with the def2-TZVPD basis set

relative energy (zero: lowest compared OMol25 entry of this formula, charge and spin): 148.7 kJ/mol
frontier orbital gap: 7.99 eV
E_LUMO: -0.0021 Ha
strongest force on any atom: 0.908 eV/A
HOMO energy: -8.0445 eV

Structure (ORCA input):
```
! wB97M-V def2-TZVPD RIJCOSX def2/J DEFGRID3
* xyz 0 1
C 3.31166 -2.82122 -3.03852
C 1.98159 -3.29005 -3.61845
O 1.07746 -2.22093 -3.83374
C 0.60492 -1.46605 -2.80230
C 0.20533 -0.18257 -3.16723
C -0.32973 0.70644 -2.25774
C -0.48148 0.31893 -0.93680
C -0.96832 1.30752 0.10061
C -1.83604 0.67292 1.16088
C -3.23937 0.52446 0.77063
O -3.71228 1.01451 -0.22944
O -3.96869 -0.21844 1.62610
C -5.33129 -0.39028 1.26881
C -1.26527 0.28885 2.32889
C -1.95579 -0.32987 3.49696
N 0.09392 0.42364 2.50468
C 0.76952 1.20023 1.74698
S 2.48592 1.25515 2.05315
C 2.96555 2.56933 0.87956
C 1.91566 3.66381 0.89327
C 0.64122 3.15226 0.25024
O 0.05114 3.74757 -0.61774
N 0.20994 1.93907 0.72406
C -0.09938 -0.96094 -0.55792
C 0.43374 -1.86904 -1.46191
O 0.78362 -3.14994 -1.11986
C 0.78902 -3.54947 0.23615
C 1.95105 -2.96488 1.03429
H 4.00184 -3.65855 -2.98230
H 3.16804 -2.41711 -2.03957
H 3.74333 -2.04687 -3.66898
H 1.53693 -4.05904 -2.98125
H 2.13362 -3.70183 -4.62045
H 0.33259 0.09644 -4.20126
H -0.61758 1.69863 -2.56695
H -1.52869 2.10569 -0.39769
H -5.83624 0.57670 1.21755
H -5.77162 -1.01191 2.04437
H -5.41064 -0.87583 0.29387
H -1.24745 -0.41922 4.31594
H -2.80717 0.27239 3.80306
H -2.33047 -1.31688 3.23389
H 3.93395 2.93076 1.22133
H 3.07224 2.13021 -0.11369
H 2.25156 4.53011 0.32111
H 1.71278 3.98164 1.91953
H -0.24205 -1.25605 0.46867
H -0.17006 -3.31788 0.71514
H 0.88908 -4.63773 0.18453
H 2.89433 -3.22094 0.55729
H 1.94249 -3.37705 2.03929
H 1.88010 -1.88234 1.10528
*
```

=====

# 2
C21H38ClN5O5 | ωB97M-V with the def2-TZVPD basis set

frontier orbital gap: 9.12 eV
E_LUMO: 0.0108 Ha
strongest force on any atom: 0.448 eV/A
HOMO energy: -8.8272 eV

Structure (ORCA input):
```
! wB97M-V def2-TZVPD RIJCOSX def2/J DEFGRID3
* xyz 0 1
H -0.92305 -2.88456 -2.74707
N -0.60426 -3.55646 -2.05098
C 0.36667 -3.00956 -1.44904
N 1.03122 -3.66913 -0.39460
N 0.85871 -1.71237 -1.74830
C 2.24477 -1.63671 -2.25419
C 3.14474 -0.80899 -1.34335
C 2.88136 0.70750 -1.43346
C 2.31059 1.31073 -0.15115
C 0.86052 0.84378 0.12526
C 0.87090 -0.29443 1.05222
N 0.93501 -1.15770 1.80083
C -0.02063 1.96963 0.70515
Cl -1.73231 1.33641 0.73358
C 0.33709 2.27674 2.10806
N 0.60199 2.56174 3.18401
O 0.08745 3.05348 -0.12288
C 0.00731 4.38957 0.40891
C -1.31132 4.77184 1.08477
C -2.24174 5.63595 0.22200
C -2.41861 5.13839 -1.21127
H 0.40954 -3.77356 0.39837
H 1.82293 -3.12173 -0.08081
H 0.21796 -1.29096 -2.41337
H 2.20858 -1.18608 -3.25048
H 2.66276 -2.64071 -2.37513
H 3.00541 -1.13675 -0.30747
H 4.18602 -1.03197 -1.59495
H 3.79749 1.24227 -1.69199
H 2.17116 0.89291 -2.24864
H 2.33204 2.39779 -0.22412
H 2.93630 1.00764 0.69300
H 0.36683 0.48449 -0.78077
H 0.85821 4.55815 1.07556
H 0.17175 5.00661 -0.47369
H -1.85685 3.88475 1.40780
H -1.06049 5.31389 2.00039
H -1.90502 6.67743 0.23106
H -3.22436 5.63664 0.70364
H -1.50493 5.23300 -1.80197
H -3.18139 5.72971 -1.72271
H -2.73466 4.09204 -1.22669
C 3.37922 -2.95275 3.64840
C 2.02236 -3.61808 3.72686
O 2.06429 -4.84270 4.47307
C 1.94211 -4.88375 5.81543
C 1.97120 -3.59552 6.60718
O 1.86582 -5.95486 6.35282
H 3.73838 -2.65157 4.63310
H 3.31434 -2.06439 3.02000
H 4.10965 -3.63898 3.21887
H 1.26121 -2.94710 4.12111
H 1.69067 -3.91339 2.73340
H 3.00519 -3.39180 6.88696
H 1.39569 -3.75095 7.51540
H 1.57797 -2.73116 6.08040
C -5.11429 -0.28887 -2.62710
C -3.90976 0.62183 -2.71797
O -2.68838 -0.11788 -2.86477
C -2.21854 -0.53643 -4.04953
C -3.06250 -0.40747 -5.29143
O -1.13360 -1.06364 -4.06902
H -5.25968 -0.85816 -3.54536
H -6.01350 0.30008 -2.44486
H -4.98884 -0.99574 -1.80757
H -4.00818 1.35794 -3.51598
H -3.77593 1.17181 -1.78808
H -3.64250 -1.32432 -5.40076
H -2.39456 -0.32200 -6.14383
H -3.74423 0.43768 -5.28565
*
```